Record 1
# C25H41F6N4O6

A 3-piece molecular cluster, C25H41F6N4O6 overall (ωB97M-V/def2-TZVPD, OMol25).

- molecular weight (g/mol) = 607.6
- orbital gap (eV) = 8.332
- LUMO energy (eV) = -3.7
- calculated total energy (eV) = -61132.1453
- energy above the lowest of the compared OMol25 structures with the same formula, charge and spin (kJ/mol) = 0.00
- largest force on an atom (eV/A) = 0.98
- HOMO energy (eV) = -12.08
- charge = +1

Atoms and positions in Å:
C  -2.710  3.392  2.743
C  -2.913  2.273  1.703
C  -2.824  0.869  2.302
C  -1.427  0.598  2.878
N  -0.959  -0.811  2.758
N  -0.226  -1.013  1.576
N  -0.968  -1.115  0.494
C  -0.355  -1.350  -0.635
C  1.036  -1.489  -0.741
C  1.647  -1.772  -2.081
N  0.676  -1.732  -3.160
C  1.324  -2.026  -4.444
C  1.774  -1.399  0.407
C  3.262  -1.587  0.390
C  3.719  -2.857  1.110
C  4.887  -2.838  2.000
O  4.934  -3.391  0.658
C  1.110  -1.141  1.616
C  1.862  -1.081  2.916
C  1.759  0.209  3.718
O  1.933  1.267  2.804
C  2.212  2.537  3.401
C  3.673  2.920  3.232
H  -1.857  4.024  2.491
H  -2.542  3.005  3.750
H  -3.570  4.055  2.781
H  -3.887  2.399  1.230
H  -2.169  2.376  0.908
H  -3.073  0.129  1.541
H  -3.552  0.812  3.115
H  -1.415  0.830  3.942
H  -0.684  1.242  2.405
H  -1.777  -1.402  2.636
H  -0.985  -1.460  -1.506
H  2.067  -2.784  -2.047
H  2.495  -1.095  -2.260
H  0.317  -0.782  -3.211
H  1.713  -3.042  -4.398
H  0.576  -2.001  -5.232
H  2.134  -1.326  -4.675
H  3.598  -1.704  -0.637
H  3.753  -0.719  0.830
H  2.927  -3.571  1.343
H  5.453  -1.916  2.072
H  4.993  -3.596  2.763
H  1.524  -1.911  3.545
H  2.912  -1.255  2.697
H  2.549  0.197  4.477
H  0.806  0.274  4.237
H  1.933  2.500  4.457
H  1.559  3.265  2.918
H  4.292  2.468  4.008
H  4.022  2.545  2.269
H  3.799  4.000  3.260
C  1.581  -8.657  -3.713
C  2.029  -8.114  -5.050
O  0.958  -7.391  -5.705
C  0.771  -6.145  -5.331
O  1.383  -5.521  -4.511
C  -0.378  -5.516  -6.154
F  -1.423  -6.335  -6.240
F  0.057  -5.244  -7.389
F  -0.773  -4.379  -5.587
H  0.696  -9.282  -3.832
H  2.376  -9.261  -3.278
H  1.342  -7.850  -3.021
H  2.277  -8.914  -5.742
H  2.892  -7.456  -4.955
C  -5.784  7.544  -1.389
C  -4.443  8.082  -0.946
O  -4.390  8.230  0.494
C  -4.119  7.144  1.187
O  -3.895  6.043  0.775
C  -4.079  7.486  2.695
F  -5.107  8.251  3.052
F  -2.944  8.137  2.976
F  -4.110  6.366  3.413
H  -6.589  8.182  -1.026
H  -5.826  7.516  -2.477
H  -5.946  6.535  -1.012
H  -4.271  9.086  -1.326
H  -3.622  7.443  -1.265

Results of the Löwdin charge analysis, in e, for atoms 1 through 2: number 1, C, carries -0.094; number 2, C, carries -0.248

Record 2
# C25H42BrFN3O12PS4

A 4-piece molecular cluster, C25H42BrFN3O12PS4 overall in a non-equilibrium geometry (ωB97M-V/def2-TZVPD, OMol25).

- molecular weight (g/mol) = 834.8
- orbital gap (eV) = 9.157
- LUMO energy (eV) = 0.2
- calculated total energy (eV) = -181034.4604
- largest force on an atom (eV/A) = 1.28
- HOMO energy (eV) = -9.00
- charge = 0

Atoms and positions in Å:
C  -1.947  -2.431  -1.011
C  -2.231  -1.294  -0.031
C  -1.032  -0.548  0.579
C  -0.439  0.639  -0.224
C  -0.722  0.622  -1.743
C  1.095  1.049  0.011
C  1.017  2.496  -0.566
C  1.288  2.855  -1.881
C  1.133  4.161  -2.305
N  0.729  5.150  -1.518
C  0.441  4.807  -0.274
C  0.553  3.524  0.237
C  2.142  -0.021  -0.675
C  1.542  -1.400  -1.134
C  2.173  -2.614  -0.462
O  3.156  -3.129  -0.884
Br  1.252  -3.381  1.037
C  2.988  0.370  -1.908
O  2.549  0.325  -3.027
N  4.335  0.693  -1.705
C  5.042  0.818  -2.942
O  5.308  1.824  -3.496
F  5.428  -0.396  -3.394
N  3.065  -0.394  0.424
C  2.447  -0.136  1.685
O  2.659  -0.771  2.658
C  1.592  1.143  1.523
P  0.476  1.143  3.010
O  1.160  1.687  4.182
O  -0.014  -0.349  3.243
O  -0.852  1.911  2.583
S  2.940  2.437  1.984
C  3.854  2.937  0.548
O  3.880  1.725  2.804
O  2.331  3.620  2.519
H  -1.487  -3.280  -0.508
H  -1.354  -2.128  -1.874
H  -2.896  -2.780  -1.425
H  -2.877  -0.552  -0.509
H  -2.801  -1.708  0.803
H  -0.272  -1.244  0.915
H  -1.447  -0.129  1.487
H  -0.965  1.518  0.143
H  0.139  0.349  -2.351
H  -1.535  -0.044  -1.999
H  -1.011  1.614  -2.084
H  1.571  2.141  -2.620
H  1.334  4.408  -3.339
H  0.097  5.598  0.381
H  0.290  3.379  1.270
H  1.783  -1.600  -2.175
H  0.465  -1.452  -1.067
H  4.799  -0.017  -1.142
H  3.957  0.082  0.465
H  0.387  -0.651  4.072
H  -1.624  1.466  2.955
H  3.301  2.972  -0.377
H  4.210  3.927  0.823
H  4.705  2.273  0.444
C  -5.961  -3.191  4.123
S  -5.517  -2.019  2.836
O  -4.106  -2.313  2.458
C  -5.469  -0.575  3.900
H  -6.000  -4.180  3.671
H  -5.204  -3.170  4.908
H  -6.941  -2.934  4.524
H  -4.747  -0.740  4.699
H  -6.463  -0.391  4.307
H  -5.162  0.271  3.288
C  -0.411  4.172  -7.501
S  -0.718  2.760  -6.433
O  -1.187  3.298  -5.131
C  1.009  2.308  -6.216
H  -1.371  4.633  -7.720
H  0.234  4.883  -6.985
H  0.054  3.831  -8.426
H  1.554  3.152  -5.793
H  1.433  2.020  -7.177
H  1.046  1.462  -5.531
C  -2.619  -5.440  3.017
S  -1.363  -4.729  4.082
O  -0.560  -3.827  3.220
C  -0.406  -6.234  4.295
H  -3.283  -4.628  2.727
H  -2.142  -5.863  2.133
H  -3.170  -6.207  3.564
H  -0.091  -6.602  3.318
H  -1.012  -6.978  4.812
H  0.466  -5.987  4.896

Results of the Löwdin charge analysis, in e, for atoms 1 through 2: number 1, C, carries -0.103; number 2, C, carries -0.230

Record 3
# C25H42Cl4N2O17

A 9-piece molecular cluster, C25H42Cl4N2O17 overall in a non-equilibrium geometry (ωB97M-V/def2-TZVPD, OMol25).

- molecular weight (g/mol) = 784.4
- orbital gap (spin up / spin down) (eV) = 1.443 / 9.324
- LUMO energy (spin up / spin down) (eV) = 2.0 / 2.0
- calculated total energy (eV) = -114480.7601
- largest force on an atom (eV/A) = 5.14
- HOMO energy (spin up / spin down) (eV) = 0.53 / -7.30
- 2S+1 = 2
- charge = -1
- <S²> = 0.7504

Atoms and positions in Å:
C  4.505  -5.631  30.782
C  4.291  -5.463  29.277
O  5.506  -5.946  28.566
C  6.473  -6.088  29.495
O  7.673  -6.242  29.282
O  5.901  -5.841  30.793
H  3.854  -6.336  31.299
H  4.366  -4.641  31.216
H  4.198  -4.439  28.915
H  3.438  -5.995  28.855
C  5.820  -9.828  24.937
C  6.408  -8.606  25.560
O  5.621  -8.580  26.691
C  4.424  -9.095  26.451
O  3.553  -8.948  27.271
O  4.483  -9.657  25.292
H  6.339  -10.755  25.181
H  5.952  -9.658  23.869
H  6.210  -7.664  25.051
H  7.448  -8.794  25.828
C  -2.647  -6.338  23.871
C  -3.603  -5.350  23.272
O  -4.684  -5.495  24.088
C  -4.274  -5.985  25.309
O  -4.934  -5.937  26.361
O  -3.094  -6.414  25.163
H  -1.669  -5.866  23.784
H  -2.714  -7.322  23.408
H  -3.932  -5.496  22.243
H  -3.050  -4.416  23.373
C  -3.509  -8.608  27.897
C  -4.854  -8.922  27.086
O  -4.430  -9.468  25.788
C  -3.092  -9.398  25.712
O  -2.420  -9.649  24.686
O  -2.585  -8.858  26.902
H  -3.248  -9.334  28.667
H  -3.363  -7.668  28.430
H  -5.464  -8.021  27.030
H  -5.487  -9.725  27.462
C  1.501  -3.798  22.845
C  1.675  -4.555  24.219
O  0.870  -3.661  24.951
C  0.055  -2.830  24.231
O  -0.638  -1.906  24.545
O  0.349  -3.028  22.966
H  1.522  -4.397  21.934
H  2.426  -3.223  22.806
H  2.700  -4.708  24.558
H  1.288  -5.569  24.315
C  2.399  -8.382  23.023
C  0.909  -8.447  23.337
O  0.184  -7.541  22.838
N  0.429  -9.225  24.275
C  0.965  -10.418  24.967
H  2.529  -7.436  22.497
H  2.679  -9.247  22.423
H  3.001  -8.550  23.916
H  -0.579  -9.180  24.324
H  1.775  -10.921  24.439
H  0.183  -11.157  25.145
H  1.460  -10.141  25.898
C  -0.632  -3.557  27.707
C  0.248  -4.815  27.565
O  1.411  -4.595  27.777
N  -0.278  -6.054  27.397
C  0.485  -7.227  27.181
H  -0.119  -2.842  27.064
H  -0.585  -3.069  28.681
H  -1.556  -3.652  27.136
H  -1.235  -5.924  27.104
H  1.557  -7.079  27.050
H  0.040  -7.565  26.245
H  0.253  -7.843  28.050
Cl  -1.058  -10.520  31.334
C  -1.421  -8.881  31.716
C  -0.422  -8.056  30.969
Cl  0.983  -7.535  31.954
H  -1.374  -8.818  32.804
H  -2.445  -8.867  31.342
H  -0.833  -7.196  30.440
H  0.029  -8.594  30.136
Cl  1.903  0.184  26.430
C  2.710  -1.318  26.965
C  4.164  -1.061  27.213
Cl  5.032  -0.364  25.752
H  2.581  -2.022  26.143
H  2.226  -1.711  27.860
H  4.705  -1.968  27.482
H  4.148  -0.317  28.009

Results of the Löwdin charge analysis, in e, for atoms 1 through 2: number 1, C, carries -0.147; number 2, C, carries -0.079